ORCA calculation (wB97M-V/def2-TZVPD) on a molecular structure, C49H47BCrN8O5S.

XYZ file:
```
112
Properties=species:S:1:pos:R:3:forces:R:3:lowdin_charge:R:1
Cr -0.0607 0.0346 -0.3400 0.215 0.197 -0.503 0.937
C -4.3547 0.5791 2.9474 0.030 -0.004 -0.039 -0.015
C -3.5668 -0.1258 1.8944 0.044 -0.094 0.037 -0.248
C -3.8745 -1.2813 1.2141 -0.030 0.093 -0.023 0.042
C -2.7945 -1.5293 0.3571 -0.074 -0.239 0.002 -0.206
N -1.8846 -0.5639 0.5227 0.133 0.181 -0.049 0.061
N -2.3629 0.2822 1.4623 -0.133 0.136 0.083 0.055
B -1.5312 1.4772 1.9224 0.076 -0.017 -0.026 -0.508
N -0.1353 1.0159 2.3866 0.052 0.015 -0.004 0.052
N 0.8078 0.4861 1.5474 0.134 -0.071 0.255 0.080
C 1.9293 0.3372 2.2851 -0.168 -0.056 -0.060 -0.194
C 1.6833 0.7911 3.5859 0.006 0.088 0.001 0.023
C 0.3764 1.2047 3.6112 -0.038 -0.028 -0.014 -0.261
C -0.3958 1.7543 4.7642 0.016 -0.013 -0.008 -0.019
C 3.2347 -0.2460 1.8997 -0.122 -0.106 0.013 -0.148
C 3.6656 -0.3827 0.5908 0.040 0.069 -0.008 -0.009
C 4.8895 -0.9614 0.2917 0.046 -0.021 -0.001 -0.073
C 5.7204 -1.4100 1.3057 -0.011 0.011 -0.007 -0.103
C 5.3087 -1.2662 2.6236 -0.004 0.024 -0.003 -0.090
C 4.0833 -0.6923 2.9144 -0.008 -0.103 0.054 -0.036
N -1.3360 2.5010 0.7924 -0.210 0.009 0.019 0.048
N -0.5670 2.2228 -0.2893 0.034 -0.269 0.123 0.095
C -0.4735 3.3595 -0.9866 0.005 0.054 -0.099 -0.210
C -1.2105 4.3650 -0.3446 -0.047 -0.003 0.028 0.025
C -1.7498 3.7787 0.7748 0.106 0.003 -0.004 -0.256
C -2.6211 4.3894 1.8214 0.006 -0.015 -0.029 -0.018
C 0.2708 3.6024 -2.2391 0.144 -0.025 0.012 -0.128
C 0.7710 4.8892 -2.4643 0.055 -0.032 0.072 -0.038
C 1.4288 5.2120 -3.6384 0.011 -0.019 -0.058 -0.095
C 1.6015 4.2499 -4.6244 -0.017 0.031 0.053 -0.098
C 1.1171 2.9700 -4.4075 -0.091 0.027 -0.045 -0.093
C 0.4646 2.6449 -3.2259 -0.204 -0.117 -0.063 -0.034
C -2.7169 -2.7059 -0.5370 0.000 -0.180 0.048 -0.149
C -3.4212 -3.8520 -0.1714 0.045 0.106 0.028 -0.048
C -3.4122 -4.9901 -0.9649 0.021 -0.020 -0.073 -0.095
C -2.6904 -5.0080 -2.1476 -0.034 -0.006 0.036 -0.096
C -1.9783 -3.8731 -2.5172 -0.025 -0.124 0.129 -0.094
C -1.9917 -2.7400 -1.7246 0.127 -0.073 -0.091 -0.069
H -5.2681 0.0191 3.1410 -0.003 0.012 0.002 0.079
H -3.7925 0.6540 3.8783 -0.002 0.003 0.028 0.075
H -4.6276 1.5891 2.6404 -0.003 0.018 -0.010 0.075
H -4.7879 -1.8410 1.2976 -0.010 -0.082 -0.012 0.114
H -2.0860 2.0052 2.8352 -0.027 0.020 -0.001 0.111
H 2.3655 0.8195 4.4152 0.048 -0.005 -0.007 0.106
H 0.2397 1.7447 5.6483 -0.006 0.005 0.012 0.079
H -0.7242 2.7782 4.5845 0.002 0.014 -0.005 0.075
H -1.2816 1.1529 4.9697 -0.008 -0.007 0.008 0.079
H 3.0399 -0.0159 -0.1940 -0.169 0.066 -0.219 0.080
H 5.1859 -1.0652 -0.7453 0.004 0.003 0.001 0.096
H 6.6732 -1.8715 1.0764 -0.004 0.005 -0.007 0.092
H 5.9367 -1.6198 3.4321 0.000 -0.003 0.001 0.095
H 3.7703 -0.6390 3.9468 -0.033 -0.023 -0.004 0.102
H -1.3725 5.3750 -0.6757 0.020 0.026 -0.054 0.110
H -2.8618 5.4106 1.5294 -0.004 0.000 0.009 0.079
H -3.5530 3.8371 1.9388 -0.018 -0.015 0.001 0.075
H -2.1258 4.4162 2.7925 0.005 -0.004 0.013 0.076
H 0.6699 5.6453 -1.6979 -0.052 0.007 0.055 0.103
H 1.8089 6.2157 -3.7815 0.010 0.010 -0.001 0.095
H 2.1099 4.4966 -5.5479 0.006 -0.002 -0.013 0.094
H 1.2382 2.2109 -5.1701 -0.006 -0.036 -0.008 0.106
H 0.0814 1.6467 -3.0727 0.055 0.063 -0.023 0.086
H -3.9391 -3.8839 0.7761 -0.078 0.057 0.050 0.103
H -3.9593 -5.8684 -0.6451 -0.014 -0.015 0.003 0.095
H -2.6787 -5.8925 -2.7722 0.004 -0.025 0.000 0.092
H -1.3939 -3.8732 -3.4301 0.030 -0.023 -0.014 0.105
H -1.4264 -1.8717 -2.0334 -0.136 -0.484 0.114 0.067
C 2.9387 0.2681 -3.3151 -0.020 0.009 0.033 -0.005
C 2.0008 -0.3542 -2.3106 0.095 -0.095 0.135 -0.453
O 1.4810 0.4665 -1.4492 -0.179 -0.039 0.215 -0.187
C 1.8537 -1.7112 -2.2782 -0.039 0.057 -0.039 -0.023
C 1.2249 -2.4496 -1.2224 0.044 0.088 0.219 -0.301
C 1.4222 -3.9358 -1.1951 -0.030 0.006 -0.022 -0.012
N 0.5296 -1.8965 -0.2670 0.213 -0.080 -0.243 -0.035
N -0.1262 -2.7691 0.5986 -0.190 0.000 0.006 0.046
C 0.2863 -2.8495 1.8483 0.163 -0.018 0.036 -0.506
O 1.3018 -2.3918 2.4020 0.149 0.235 -0.011 -0.002
C -0.6886 -3.6335 2.6973 -0.017 -0.045 0.027 -0.129
C -1.3995 -4.7246 2.2113 -0.028 0.020 -0.017 -0.044
C -2.2870 -5.4068 3.0323 -0.018 0.021 0.010 -0.102
C -2.4893 -4.9915 4.3419 -0.009 0.016 0.000 -0.118
C -1.7853 -3.8974 4.8304 0.003 -0.024 -0.012 -0.102
C -0.8799 -3.2336 4.0157 0.001 -0.046 0.050 -0.033
H 2.7753 1.3396 -3.3700 -0.001 -0.003 -0.004 0.060
H 2.8025 -0.1779 -4.3006 0.029 -0.003 -0.014 0.086
H 3.9720 0.0974 -3.0036 0.004 -0.014 0.006 0.080
H 2.3667 -2.2878 -3.0354 -0.002 0.001 -0.005 0.102
H 1.9853 -4.2660 -2.0671 -0.004 -0.005 0.013 0.072
H 0.4491 -4.4278 -1.1591 -0.014 -0.013 -0.007 0.071
H 1.9509 -4.2219 -0.2849 0.016 0.021 0.023 0.093
H -1.2641 -5.0147 1.1777 0.024 -0.015 0.013 0.102
H -2.8342 -6.2587 2.6456 0.002 -0.017 -0.014 0.094
H -3.1915 -5.5173 4.9778 -0.003 -0.005 0.010 0.088
H -1.9377 -3.5682 5.8516 -0.003 0.005 0.010 0.090
H -0.2986 -2.3991 4.3877 0.021 0.021 -0.020 0.107
C -1.6636 -0.7952 -8.5403 -0.013 0.002 0.023 -0.061
C -1.8529 -0.4793 -7.0801 0.004 -0.004 -0.032 -0.282
C -1.8630 0.8341 -6.6288 0.023 0.005 0.005 -0.044
C -2.0499 1.1277 -5.2834 -0.013 0.002 0.020 -0.051
C -2.2282 0.0960 -4.3809 0.021 -0.015 -0.031 -0.244
C -2.2427 -1.2247 -4.8142 -0.029 0.038 0.037 -0.033
C -2.0505 -1.5041 -6.1551 -0.009 0.029 0.005 -0.035
S -2.4176 0.4300 -2.6462 -0.266 0.194 -0.081 0.523
O -3.4865 -0.4187 -2.1857 -0.032 0.207 -0.103 -0.264
O -2.6076 1.8518 -2.4978 0.072 -0.047 -0.041 -0.281
O -1.0745 -0.0261 -2.1332 0.250 0.398 0.238 -0.435
H -1.2096 0.0431 -9.0682 0.005 0.003 -0.010 0.070
H -2.6210 -1.0117 -9.0199 -0.003 -0.002 -0.004 0.079
H -1.0260 -1.6700 -8.6731 0.005 0.000 -0.007 0.074
H -1.7181 1.6425 -7.3365 0.001 0.012 -0.008 0.108
H -2.0670 2.1482 -4.9275 0.047 0.042 0.025 0.111
H -2.4160 -2.0155 -4.0943 -0.014 0.086 -0.139 0.086
H -2.0566 -2.5337 -6.4948 0.002 -0.023 0.004 0.111
```
Forces are in eV/Å.

As for the net charge: -1. Its spin multiplicity is 4. The calculation puts the HOMO energy (alpha / beta) at -4.6 / -4.7 eV. The HOMO-LUMO gap (alpha / beta) comes out at 0.256 / 0.259 Ha. For the energy above the lowest of the compared OMol25 structures with the same formula, charge and spin, the calculation gives 0.000 eV. Its expectation value of S² is 3.78. For the total energy, the calculation gives -113675.5588 eV. As for the LUMO energy (alpha / beta): 2.39 / 2.39 eV.